No. 1
{
  "formula": "C10H14N3O",
  "method": "ωB97M-V/def2-TZVPD",
  "charge": 1,
  "e_tot_ev": -17105.264,
  "smiles": "C/C(=C(/C#N)c1nc(C)co1)[NH+](C)C",
  "fmax_ha_per_bohr": 0.077,
  "species": ["C", "C", "C", "C", "N", "C", "N", "C", "C", "C", "O", "N", "C", "C", "H", "H", "H", "H", "H", "H", "H", "H", "H", "H", "H", "H", "H", "H"],
  "coordinates": [[-0.69, 1.43, -0.58], [-0.96, -0.06, -0.24], [0.11, -0.94, -0.08], [-0.10, -2.27, 0.36], [-0.26, -3.36, 0.66], [1.51, -0.57, -0.07], [1.95, 0.68, 0.00], [3.29, 0.59, 0.15], [4.20, 1.73, 0.04], [3.62, -0.80, 0.21], [2.51, -1.48, -0.04], [-2.35, -0.65, -0.12], [-2.81, -0.91, 1.24], [-3.48, 0.12, -0.81], [-0.64, 1.54, -1.64], [0.26, 1.66, -0.08], [-1.47, 2.02, -0.20], [3.72, 2.51, 0.67], [5.25, 1.54, 0.40], [4.31, 2.06, -1.12], [4.62, -1.22, 0.05], [-2.37, -1.61, -0.50], [-3.17, -0.09, 1.77], [-3.59, -1.65, 1.14], [-2.07, -1.36, 1.88], [-3.39, 1.24, -0.87], [-3.61, -0.10, -1.95], [-4.37, -0.05, -0.28]],
  "nbo_charge": [-0.679, 0.260, -0.187, 0.211, -0.214, 0.428, -0.444, 0.109, -0.659, 0.095, -0.355, -0.381, -0.420, -0.440, 0.249, 0.311, 0.223, 0.242, 0.248, 0.246, 0.232, 0.456, 0.235, 0.230, 0.252, 0.258, 0.260, 0.235]
}


No. 2
{
  "formula": "C10H14N3O",
  "method": "ωB97M-V/def2-TZVPD",
  "charge": 1,
  "e_tot_ev": -17106.761,
  "smiles": "NC(=O)[N@@+]1(c2ccccc2)CCNC1",
  "fmax_ha_per_bohr": 0.098,
  "species": ["N", "C", "O", "N", "C", "C", "C", "C", "C", "C", "C", "C", "N", "C", "H", "H", "H", "H", "H", "H", "H", "H", "H", "H", "H", "H", "H", "H"],
  "coordinates": [[0.72, 2.67, -0.99], [1.16, 1.95, 0.05], [1.58, 2.53, 1.04], [0.80, 0.49, 0.06], [-0.65, 0.28, 0.16], [-1.11, -0.97, -0.17], [-2.47, -1.30, -0.05], [-3.39, -0.38, 0.44], [-2.94, 0.85, 0.81], [-1.54, 1.21, 0.61], [1.40, -0.20, -1.13], [1.99, -1.55, -0.52], [1.70, -1.57, 0.91], [1.43, -0.27, 1.24], [0.52, 2.42, -1.98], [0.71, 3.70, -0.87], [-0.45, -1.78, -0.69], [-2.66, -2.32, -0.37], [-4.46, -0.58, 0.54], [-3.68, 1.60, 1.06], [-1.17, 2.29, 0.81], [2.25, 0.45, -1.30], [0.70, -0.23, -2.00], [1.48, -2.40, -1.21], [3.08, -1.60, -0.66], [0.85, -2.16, 1.24], [0.77, -0.24, 2.01], [2.33, 0.40, 1.56]],
  "nbo_charge": [-0.825, 0.803, -0.524, -0.311, 0.080, -0.268, -0.160, -0.194, -0.171, -0.204, -0.245, -0.249, -0.590, -0.033, 0.429, 0.444, 0.233, 0.237, 0.246, 0.242, 0.247, 0.229, 0.255, 0.234, 0.238, 0.399, 0.225, 0.233]
}


No. 3
{
  "formula": "C10H14N4",
  "method": "ωB97M-V/def2-TZVPD",
  "charge": 2,
  "e_tot_ev": -16537.451,
  "smiles": "N[C@H](c1ccc[nH]1)[N+]1=CC=C/C1=C\\[NH3+]",
  "fmax_ha_per_bohr": 0.085,
  "species": ["N", "C", "C", "C", "C", "C", "N", "N", "C", "C", "C", "C", "C", "N", "H", "H", "H", "H", "H", "H", "H", "H", "H", "H", "H", "H", "H", "H"],
  "coordinates": [[0.65, -2.71, -0.62], [0.34, -1.31, -0.76], [1.46, -0.57, -0.11], [2.34, 0.25, -0.85], [3.21, 0.82, 0.04], [3.01, 0.22, 1.30], [1.90, -0.69, 1.15], [-0.92, -1.02, -0.08], [-1.95, -1.89, 0.04], [-3.06, -1.24, 0.65], [-2.72, 0.12, 0.75], [-1.34, 0.25, 0.21], [-0.69, 1.42, -0.17], [-1.46, 2.58, -0.32], [1.39, -3.07, 0.07], [0.96, -2.98, -1.51], [0.20, -1.05, -1.81], [2.07, 0.54, -1.93], [4.09, 1.44, -0.25], [3.39, 0.56, 2.21], [1.67, -1.42, 1.84], [-1.82, -2.91, -0.09], [-3.99, -1.70, 0.94], [-3.29, 0.95, 1.41], [0.30, 1.51, -0.63], [-2.38, 2.33, 0.13], [-1.75, 2.71, -1.32], [-1.00, 3.43, 0.06]],
  "nbo_charge": [-0.840, 0.084, 0.045, -0.282, -0.292, -0.036, -0.524, -0.306, 0.246, -0.206, -0.181, 0.123, 0.063, -0.707, 0.411, 0.396, 0.238, 0.231, 0.268, 0.241, 0.439, 0.285, 0.293, 0.289, 0.295, 0.463, 0.480, 0.486]
}


No. 4
{
  "formula": "C10H14N5",
  "method": "ωB97M-V/def2-TZVPD",
  "charge": 1,
  "e_tot_ev": -18036.012,
  "fmax_ha_per_bohr": 0.093,
  "species": ["C", "C", "C", "C", "C", "C", "C", "C", "C", "C", "N", "N", "N", "N", "N", "H", "H", "H", "H", "H", "H", "H", "H", "H", "H", "H", "H", "H", "H"],
  "coordinates": [[3.10, 2.32, 0.17], [3.96, 1.35, -0.38], [1.82, 1.96, 0.39], [3.56, 0.07, -0.71], [-2.75, 1.86, -1.12], [-2.34, 1.78, 0.92], [1.38, 0.64, 0.18], [-2.39, -2.70, 0.33], [-1.26, -0.53, 0.77], [-1.15, -1.73, -0.08], [2.29, -0.27, -0.33], [-2.82, 2.55, 0.03], [-2.16, 0.70, -1.04], [-1.87, 0.56, 0.27], [0.11, -2.43, -0.01], [3.30, 3.33, 0.58], [5.07, 1.49, -0.60], [1.22, 2.80, 0.59], [4.06, -0.53, -1.40], [-2.71, 2.41, -2.09], [-2.26, 1.95, 1.94], [-2.28, -3.04, 1.40], [-3.39, -2.19, 0.22], [-2.28, -3.41, -0.41], [-0.81, -0.34, 1.74], [-1.42, -1.39, -1.19], [0.36, -2.71, 0.86], [1.86, -1.22, -0.45], [-0.20, -3.26, -0.58]],
  "nbo_charge": [-0.125, -0.253, -0.322, 0.044, 0.203, 0.253, 0.016, -0.592, 0.344, -0.165, -0.524, -0.399, -0.256, -0.233, -0.812, 0.244, 0.247, 0.218, 0.227, 0.237, 0.225, 0.224, 0.233, 0.222, 0.257, 0.277, 0.370, 0.459, 0.381]
}


No. 5
{
  "formula": "C10H14N6O3",
  "method": "ωB97M-V/def2-TZVPD",
  "charge": 0,
  "e_tot_ev": -25676.160,
  "smiles": "N#CCCN1CCN(C(=O)c2c(N)no[n+]2[O-])CC1",
  "fmax_ha_per_bohr": 0.026,
  "species": ["N", "C", "C", "C", "N", "C", "C", "N", "C", "O", "C", "C", "N", "N", "O", "N", "O", "C", "C", "H", "H", "H", "H", "H", "H", "H", "H", "H", "H", "H", "H", "H", "H"],
  "coordinates": [[5.76, 0.77, -0.49], [5.17, -0.14, -0.11], [4.44, -1.27, 0.38], [3.17, -0.86, 1.17], [2.12, -0.22, 0.44], [2.36, 1.12, -0.05], [1.01, 1.84, -0.13], [-0.04, 0.88, -0.43], [-1.24, 1.05, 0.14], [-1.53, 2.07, 0.76], [-2.31, 0.03, -0.02], [-3.71, 0.39, 0.01], [-4.18, 1.65, -0.03], [-4.44, -0.70, 0.01], [-3.60, -1.75, 0.00], [-2.27, -1.29, 0.01], [-1.38, -2.11, 0.05], [0.40, -0.19, -1.28], [1.44, -1.05, -0.55], [4.16, -1.90, -0.47], [5.09, -1.85, 1.04], [2.75, -1.77, 1.61], [3.46, -0.19, 1.99], [2.85, 1.12, -1.04], [3.01, 1.65, 0.64], [0.75, 2.30, 0.83], [1.03, 2.62, -0.89], [-5.15, 1.77, 0.17], [-3.52, 2.35, 0.29], [-0.43, -0.81, -1.60], [0.84, 0.26, -2.17], [2.13, -1.47, -1.30], [0.95, -1.86, -0.02]],
  "nbo_charge": [-0.329, 0.285, -0.551, -0.177, -0.447, -0.240, -0.220, -0.393, 0.664, -0.643, -0.098, 0.352, -0.803, -0.182, -0.155, 0.410, -0.436, -0.225, -0.228, 0.247, 0.257, 0.209, 0.206, 0.177, 0.224, 0.237, 0.199, 0.402, 0.432, 0.236, 0.199, 0.162, 0.227]
}


No. 6
{
  "formula": "C10H14Si",
  "method": "ωB97M-V/def2-TZVPD",
  "charge": 0,
  "e_tot_ev": -18467.646,
  "fmax_ha_per_bohr": 0.086,
  "species": ["C", "C", "C", "C", "C", "C", "C", "C", "C", "C", "Si", "H", "H", "H", "H", "H", "H", "H", "H", "H", "H", "H", "H", "H", "H"],
  "coordinates": [[4.17, 0.07, 0.62], [3.81, 1.30, 0.16], [3.43, -1.16, 0.55], [2.70, 1.49, -0.75], [2.35, -0.96, -0.29], [2.05, 0.34, -0.87], [1.23, -0.75, -1.12], [-3.42, -0.68, -1.43], [-1.69, 1.45, 0.29], [-3.05, -1.23, 1.57], [-2.33, -0.35, 0.05], [5.12, 0.22, 1.29], [4.47, 2.06, 0.45], [3.50, -2.15, 0.94], [2.48, 2.41, -1.07], [0.56, -1.14, -1.73], [-3.90, 0.19, -1.91], [-3.00, -1.09, -2.38], [-4.23, -1.31, -1.33], [-2.27, 2.07, 0.94], [-0.69, 1.51, 0.79], [-1.69, 1.98, -0.56], [-4.10, -1.37, 1.58], [-2.61, -2.16, 1.77], [-2.88, -0.74, 2.43]],
  "lowdin_charge": [-0.108, -0.085, -0.035, -0.020, -0.104, -0.173, 0.099, -0.263, -0.231, -0.224, 0.745, 0.131, 0.079, 0.087, 0.055, 0.026, 0.026, 0.030, -0.021, 0.007, 0.036, -0.037, 0.015, -0.005, -0.030]
}


No. 7
{
  "formula": "C10H15B",
  "method": "ωB97M-V/def2-TZVPD",
  "charge": 0,
  "e_tot_ev": -11281.581,
  "fmax_ha_per_bohr": 0.099,
  "species": ["B", "C", "C", "C", "C", "C", "C", "C", "C", "C", "C", "H", "H", "H", "H", "H", "H", "H", "H", "H", "H", "H", "H", "H", "H", "H"],
  "coordinates": [[-1.29, 1.06, -1.55], [2.70, 0.00, -0.37], [-2.25, -1.20, -0.37], [1.58, -0.84, 0.31], [-0.83, -1.60, 0.27], [2.12, 1.36, -0.79], [-2.36, 0.34, -0.64], [0.40, -1.03, -0.56], [-0.09, 0.37, -0.83], [-1.07, 1.17, -0.05], [-0.89, 1.63, 1.36], [3.56, 0.14, 0.32], [3.07, -0.39, -1.29], [-2.16, -1.84, -1.33], [-2.99, -1.63, 0.30], [1.91, -1.73, 0.70], [1.24, -0.37, 1.18], [-0.82, -1.12, 1.25], [-0.58, -2.68, 0.33], [1.75, 1.98, 0.01], [2.57, 1.89, -1.58], [-3.44, 0.78, -0.43], [0.65, -1.48, -1.45], [-1.32, 2.53, 1.55], [0.11, 1.67, 1.71], [-1.57, 1.00, 1.95]],
  "nbo_charge": [0.677, -0.448, -0.444, -0.377, -0.380, -0.376, -0.438, -0.321, -0.112, -0.280, -0.627, 0.210, 0.201, 0.214, 0.216, 0.201, 0.189, 0.193, 0.222, 0.171, 0.187, 0.234, 0.214, 0.229, 0.226, 0.220]
}


No. 8
{
  "formula": "C10H15B4F16N5Ni",
  "method": "ωB97M-V/def2-TZVPD",
  "spin_multiplicity": 3,
  "charge": -2,
  "e_tot_ev": -105318.949,
  "fmax_ha_per_bohr": 0.066,
  "species": ["Ni", "B", "F", "F", "F", "F", "B", "F", "F", "F", "F", "B", "F", "F", "F", "F", "B", "F", "F", "F", "F", "C", "C", "N", "H", "H", "H", "C", "C", "N", "H", "H", "H", "C", "C", "N", "H", "H", "H", "C", "C", "N", "H", "H", "H", "C", "C", "N", "H", "H", "H"],
  "coordinates": [[-1.10, -0.98, -1.81], [-1.05, -0.65, -4.30], [-2.10, -1.16, -3.57], [-0.33, 0.12, -3.36], [-0.18, -1.63, -4.76], [-1.48, 0.23, -5.29], [0.59, -0.18, -0.32], [-0.21, 0.91, -0.64], [-0.26, -1.08, 0.32], [0.95, -0.90, -1.44], [1.75, 0.12, 0.36], [-3.99, -2.52, -0.69], [-4.99, -1.70, -0.16], [-4.35, -3.05, -1.96], [-2.84, -1.76, -0.86], [-3.74, -3.56, 0.22], [-3.69, 1.28, -1.49], [-4.75, 0.68, -2.17], [-2.49, 0.55, -1.79], [-3.52, 2.60, -1.81], [-3.99, 1.01, -0.15], [1.69, -2.67, 2.58], [0.44, -2.91, 3.28], [-0.51, -3.16, 3.88], [2.47, -3.41, 2.77], [2.10, -1.68, 2.74], [1.51, -2.77, 1.51], [-2.11, 0.10, 2.98], [-0.87, 0.48, 3.68], [0.07, 0.82, 4.24], [-2.06, -0.98, 2.94], [-2.15, 0.56, 2.00], [-2.99, 0.40, 3.55], [4.78, 0.70, 1.14], [4.47, -0.70, 1.02], [4.19, -1.82, 1.03], [5.28, 1.14, 0.27], [5.14, 0.85, 2.16], [3.83, 1.25, 1.11], [-0.45, 2.91, 1.32], [-1.69, 3.33, 2.00], [-2.64, 3.67, 2.54], [-0.42, 3.07, 0.24], [-0.26, 1.88, 1.57], [0.43, 3.46, 1.67], [3.09, 1.16, -2.61], [4.49, 1.34, -3.08], [5.55, 1.52, -3.49], [3.22, 0.37, -1.86], [2.54, 0.82, -3.48], [2.63, 1.95, -2.03]],
  "lowdin_spin": [1.856, 0.001, 0.034, 0.029, 0.000, 0.002, 0.002, 0.003, 0.012, 0.008, 0.000, 0.001, 0.001, 0.000, 0.015, 0.000, 0.003, 0.001, 0.030, 0.002, 0.000, 0.000, 0.000, 0.000, 0.000, 0.000, 0.000, 0.000, 0.000, 0.000, 0.000, 0.000, 0.000, 0.000, 0.000, 0.000, 0.000, 0.000, 0.000, 0.000, 0.000, 0.000, 0.000, 0.000, 0.000, 0.000, 0.000, 0.000, 0.000, 0.000, 0.000]
}


No. 9
{
  "formula": "C10H15BO2PSSr",
  "method": "ωB97M-V/def2-TZVPD",
  "charge": 1,
  "e_tot_ev": -36332.294,
  "fmax_ha_per_bohr": 0.092,
  "species": ["C", "C", "C", "C", "C", "C", "B", "O", "C", "C", "P", "S", "O", "C", "C", "H", "H", "H", "H", "H", "H", "H", "H", "H", "H", "H", "H", "H", "H", "H", "Sr"],
  "coordinates": [[2.00, 3.34, 2.26], [0.76, 2.47, 1.70], [-0.28, 3.09, 0.70], [-1.43, 2.15, 0.18], [-1.51, 0.67, 0.66], [-2.64, -0.32, 0.11], [-1.94, -1.41, -0.90], [-1.40, -2.52, -0.05], [0.02, -2.66, -0.30], [0.49, -1.41, -1.21], [1.91, -1.61, -2.42], [2.16, -3.44, -3.09], [-0.79, -1.00, -1.73], [-0.50, 0.07, 1.70], [0.65, 0.99, 2.22], [2.01, 4.40, 1.82], [3.01, 2.84, 2.04], [1.87, 3.36, 3.41], [-0.18, 4.17, 0.33], [-2.22, 2.52, -0.57], [-3.12, -0.94, 0.97], [-3.46, 0.32, -0.36], [-2.81, -1.85, -1.59], [0.07, -3.56, -1.02], [0.66, -3.01, 0.58], [0.80, -0.44, -0.64], [3.12, -1.26, -1.71], [1.82, -0.65, -3.51], [-0.52, -1.00, 2.08], [1.41, 0.56, 2.96], [0.05, -3.89, -4.60]],
  "nbo_charge": [-0.652, -0.034, -0.233, -0.243, 0.016, -0.718, 0.634, -0.695, -0.069, -0.236, 0.812, -0.813, -0.730, -0.268, -0.241, 0.224, 0.217, 0.229, 0.230, 0.229, 0.241, 0.214, -0.138, 0.111, 0.218, 0.269, 0.072, 0.044, 0.235, 0.221, 1.856]
}